(1)
Density functional theory data (ωB97M-V with the def2-TZVPD basis set) for a cluster of 10 separate species, C43H72Cl18F5N5O8PS2 in total at a distorted geometry.

The geometry in XYZ format:
```
154
Properties=species:S:1:pos:R:3:mulliken_charge:R:1
Cl 5.55 -5.15 3.92 -0.224
Cl 1.24 5.84 -9.32 -0.201
Cl 3.16 -9.86 -3.86 -0.157
Cl 1.94 -5.11 -4.62 -0.199
Cl -1.64 8.05 7.85 -0.214
Cl -3.54 -12.00 -5.24 -0.180
Cl 6.52 -7.04 1.25 -0.208
Cl -4.54 6.54 4.29 -0.092
Cl 6.73 -13.35 0.51 -0.197
Cl 3.57 -5.55 -1.66 -0.189
Cl -3.77 6.81 10.21 -0.214
Cl -7.57 7.39 11.38 -0.166
Cl 5.15 -10.61 -0.76 -0.153
Cl -0.31 -12.68 -4.40 -0.155
Cl -6.60 8.82 5.79 -0.189
Cl 1.64 5.08 -6.01 -0.134
Cl -0.06 -9.15 -4.75 -0.190
Cl -7.73 5.90 8.32 -0.156
S 2.59 3.48 -1.74 -0.383
S -2.58 2.80 -2.39 -0.473
P -0.71 2.52 -1.24 1.062
F -5.15 4.39 1.88 -0.252
F -6.65 2.99 2.59 -0.294
F -6.84 3.84 0.56 -0.270
F -1.02 0.03 -0.24 -0.164
F -0.89 1.55 1.35 -0.256
O 4.27 -0.36 2.46 -0.420
O 0.82 2.23 -0.40 -1.053
O -0.26 1.30 -2.42 -0.624
O 1.19 -1.78 -0.83 -0.500
O 2.87 1.59 -4.18 -0.215
O -0.80 -1.51 -2.89 -0.433
O 4.18 2.43 -5.55 -0.461
O 5.42 -1.72 1.14 -0.587
N -1.13 4.45 3.17 -0.126
N 1.30 -0.42 -2.78 0.828
N -0.62 6.55 3.97 -0.708
N -1.51 6.48 1.76 -0.030
N 3.34 2.74 -4.78 0.209
C 1.82 1.79 -1.30 1.714
C -0.85 4.11 -0.17 0.816
C 2.94 1.18 -0.41 -1.359
C 5.92 -5.36 1.22 -0.339
C 5.16 -11.15 0.94 -0.465
C -0.29 6.83 0.97 -0.537
C 3.26 -1.82 -1.95 -0.325
C -4.08 6.98 8.46 -0.101
C 5.22 -0.58 1.50 0.865
C -2.84 6.75 7.63 0.113
C -5.78 1.01 0.68 -0.909
C 0.29 -1.40 -4.97 -1.582
C 1.46 1.71 -3.84 -1.250
C -3.73 2.32 0.77 -0.036
C 0.19 -1.09 -3.45 0.656
C 2.16 -10.72 -5.07 -0.069
C 6.47 -11.78 1.33 -0.436
C -5.11 2.22 0.97 -0.067
C 1.13 1.00 -2.48 0.754
C 1.94 -6.57 -3.60 0.089
C -2.26 -12.62 -6.31 -0.331
C 3.29 0.65 2.10 -1.215
C -5.01 -0.04 0.18 -0.793
C 6.02 0.54 0.83 -0.992
C 2.00 -6.24 -2.13 -0.558
C -7.04 7.64 4.52 -0.498
C -1.31 -13.55 -5.59 -0.485
C 2.75 5.92 -8.37 -0.502
C 2.82 4.83 -7.32 -0.464
C 2.49 0.31 0.80 0.216
C 1.23 -9.78 -5.80 -0.539
C -1.42 1.31 0.08 0.942
C -6.27 6.35 4.66 -0.041
C 6.34 -4.57 2.43 0.222
C -1.07 5.85 3.00 -0.208
C -3.62 0.07 -0.03 -0.681
C -1.29 5.37 -0.97 -0.480
C -8.41 5.87 10.97 -0.426
C 1.80 -1.33 -1.76 0.369
C -7.68 5.09 9.90 -0.486
C -5.97 3.38 1.47 0.801
C -2.94 1.27 0.27 -0.546
C -0.43 6.61 -0.57 -1.011
H 1.41 0.35 1.05 0.238
H -8.46 5.28 11.88 0.295
H -6.86 0.88 0.84 0.396
H -2.02 4.12 3.53 0.193
H -5.52 -0.99 -0.03 0.355
H 3.60 0.56 -1.06 -0.491
H 1.76 -8.93 -6.23 0.406
H -0.60 7.54 3.72 0.246
H 1.86 -7.15 -1.54 0.380
H 0.60 6.45 -0.96 0.246
H -3.12 -0.83 -0.40 0.463
H 3.81 1.62 2.05 0.359
H -0.17 3.42 -2.23 0.003
H -8.15 4.11 9.77 0.345
H -8.11 7.45 4.63 0.329
H 2.77 -7.19 -3.90 0.175
H 2.86 -11.18 -5.77 0.334
H 2.82 6.91 -7.92 0.329
H 0.74 -10.32 -6.62 0.318
H -9.42 6.12 10.66 0.309
H 6.06 -3.53 2.30 -0.291
H -0.14 -0.51 -5.48 0.317
H 3.81 4.84 -6.85 0.308
H -1.85 -14.35 -5.07 0.379
H -3.11 6.74 6.57 -0.204
H -6.66 5.61 3.96 0.106
H -1.74 -11.77 -6.74 0.204
H 7.31 -11.13 1.09 0.296
H 6.32 -4.90 0.32 0.260
H -1.89 7.38 2.06 0.383
H -1.19 5.27 -2.06 0.375
H 3.57 5.80 -9.07 0.342
H 5.82 1.55 1.21 0.305
H -2.37 5.81 7.88 0.342
H 1.62 -11.51 -4.56 -0.094
H 3.79 -1.75 -0.98 -0.063
H 0.52 6.14 1.32 0.277
H 1.02 -7.11 -3.82 -0.077
H 2.59 0.70 2.95 0.341
H 7.09 0.26 0.86 0.370
H 2.57 4.03 -0.49 0.127
H 3.17 -2.89 -2.20 -0.031
H 6.48 -11.98 2.40 0.322
H 2.65 3.85 -7.75 0.310
H 0.10 7.85 1.18 0.303
H 2.71 -0.76 0.61 0.204
H 0.93 1.21 -4.68 0.241
H -3.36 3.68 -1.72 0.091
H -1.43 3.96 0.75 -0.758
H 1.22 -5.53 -1.85 0.337
H -4.50 7.97 8.29 0.268
H -0.27 -2.31 -5.23 0.426
H 4.32 -11.83 1.08 0.348
H -3.27 3.28 1.03 0.968
H -0.63 -14.01 -6.31 0.247
H -4.84 6.24 8.20 0.000
H -6.87 8.10 3.55 0.383
H 4.98 -10.26 1.55 0.280
H -0.80 7.53 -1.07 0.461
H 3.61 1.96 -0.02 1.191
H 1.35 -1.42 -5.29 0.304
H 7.42 -4.62 2.58 0.374
H -6.36 5.93 5.67 -0.011
H 5.73 0.53 -0.24 0.243
H 1.10 2.75 -3.87 0.266
H 3.79 -1.29 -2.76 0.205
H 4.83 -5.40 1.12 0.265
H 0.19 4.30 0.16 -0.023
H -0.34 4.09 3.69 0.236
H -6.63 4.93 10.16 0.289
H -2.76 -13.16 -7.12 0.337
H -2.34 5.63 -0.72 0.231
```

Properties
**E_tot**: -339539.1801 eV
**Total charge**: -1



(2)
Density functional theory data (ωB97M-V with the def2-TZVPD basis set) for a cluster of 10 separate species, C43H75NO26 in total at a distorted geometry.

The geometry in XYZ format:
```
145
Properties=species:S:1:pos:R:3:mulliken_charge:R:1
O 9.34 13.64 7.17 -0.614
O 13.11 11.55 16.34 -0.360
O 20.62 10.39 11.54 -0.405
O 13.37 20.47 12.85 -0.531
O 14.98 15.38 16.43 -0.448
O 19.97 12.21 12.52 -0.371
O 8.34 17.81 12.31 -0.383
O 21.62 12.32 10.98 -0.572
O 18.77 10.08 17.12 -0.572
O 17.73 11.68 18.18 -0.427
O 11.64 9.95 15.61 -0.608
O 14.48 19.54 11.10 -0.286
O 13.34 16.66 15.69 -0.161
O 15.41 17.33 15.33 -0.376
O 13.36 9.64 9.44 0.055
O 17.62 11.68 15.91 -0.114
O 9.56 17.26 14.12 -0.562
O 11.46 12.87 7.45 -0.475
O 11.19 12.15 15.40 -0.381
O 9.84 16.15 12.16 -0.106
O 15.58 15.99 9.16 -0.578
O 17.20 15.35 10.62 -0.373
O 14.94 12.67 11.66 -0.645
O 16.52 13.92 9.02 -0.398
O 12.88 21.03 10.74 -0.382
O 10.63 14.56 8.75 -0.261
N 14.67 9.29 12.20 0.747
C 18.20 12.18 9.00 -1.670
C 11.80 13.43 15.76 1.120
C 16.34 15.13 9.57 0.151
C 18.98 11.23 12.88 1.474
C 12.49 10.71 12.24 0.406
C 10.98 14.06 16.88 -1.474
C 14.64 16.37 15.86 0.252
C 14.62 13.58 12.66 3.503
C 15.12 7.83 12.42 -0.798
C 17.37 13.13 9.94 2.241
C 17.14 12.95 16.35 0.120
C 14.36 19.57 9.69 0.355
C 16.73 12.77 17.79 1.015
C 18.12 14.24 10.71 -0.094
C 9.28 17.15 12.95 0.529
C 8.75 18.32 9.98 -1.042
C 14.99 9.57 14.78 -1.045
C 11.90 11.13 15.76 0.418
C 13.56 20.35 11.67 0.605
C 12.46 13.07 8.53 1.664
C 13.64 18.30 9.18 -0.371
C 12.77 8.82 8.42 -1.110
C 13.83 12.98 7.91 -1.610
C 18.08 11.06 17.08 0.448
C 20.60 9.34 13.68 -1.429
C 14.59 18.10 14.42 -0.129
C 16.90 13.96 18.71 -1.376
C 8.98 15.99 11.04 -0.401
C 13.20 9.33 12.24 -1.031
C 10.38 13.64 7.78 0.380
C 15.16 9.95 10.99 1.086
C 13.20 12.99 16.24 0.568
C 19.74 9.94 12.53 0.169
C 14.69 9.33 9.66 -1.169
C 13.18 18.00 15.00 1.005
C 13.60 20.86 9.45 -0.633
C 13.60 14.62 12.28 -0.467
C 8.22 17.33 10.98 0.368
C 11.99 14.39 9.19 0.958
C 20.82 11.70 11.62 0.601
C 15.25 10.14 13.35 1.365
C 15.84 14.32 13.25 0.578
C 12.81 19.09 15.92 -1.566
H 13.82 12.14 7.21 0.454
H 14.21 17.36 9.51 -0.104
H 15.72 12.38 17.82 0.160
H 14.16 21.70 9.17 0.293
H 16.41 13.83 19.70 0.355
H 9.39 15.82 10.06 0.130
H 11.86 9.29 8.08 0.236
H 13.36 13.38 17.20 0.634
H 15.06 7.23 11.50 0.305
H 16.00 15.29 12.79 0.518
H 21.34 10.11 13.99 0.317
H 13.93 9.60 15.02 0.335
H 11.19 13.61 17.86 0.352
H 15.64 14.52 14.30 -1.299
H 13.24 11.53 12.09 -0.841
H 12.89 20.07 15.45 0.331
H 14.09 13.03 13.54 -1.222
H 14.86 11.13 13.19 -0.182
H 8.47 19.36 10.20 0.364
H 14.63 17.69 13.39 -0.040
H 15.34 19.69 9.33 0.461
H 11.76 18.94 16.18 0.363
H 12.81 20.79 8.69 0.303
H 16.70 12.51 10.59 -1.420
H 12.35 12.30 9.32 -0.547
H 13.29 15.30 13.08 -0.364
H 13.51 8.63 7.68 0.436
H 13.48 19.11 16.85 0.316
H 15.26 9.67 8.79 0.530
H 19.94 9.02 14.54 0.281
H 13.65 18.23 8.11 0.488
H 12.42 17.90 14.18 -0.064
H 18.10 11.31 12.24 -0.803
H 8.69 18.01 8.94 0.387
H 11.81 14.04 14.85 -0.035
H 17.88 13.74 16.22 0.393
H 12.86 8.64 13.01 0.697
H 11.90 10.78 11.31 0.295
H 15.34 8.58 15.02 0.508
H 14.01 13.19 15.57 -0.717
H 12.55 7.83 8.82 0.319
H 18.77 11.52 9.61 0.207
H 14.87 8.21 9.74 0.236
H 14.82 11.01 11.13 -0.501
H 7.21 17.16 10.81 0.344
H 11.26 15.13 16.92 0.255
H 18.30 13.91 11.73 0.187
H 19.05 14.49 10.21 0.471
H 16.40 14.82 18.26 0.202
H 15.45 10.30 15.51 -0.272
H 16.17 7.90 12.71 0.260
H 9.85 18.49 10.20 -0.003
H 18.79 11.32 13.90 -0.005
H 19.22 9.07 12.14 0.363
H 18.80 12.88 8.41 0.476
H 8.37 15.20 11.23 0.392
H 21.04 8.44 13.28 0.429
H 14.45 7.45 13.21 0.344
H 16.35 10.15 13.21 -0.926
H 11.85 14.25 10.24 -0.491
H 12.53 15.30 8.95 -0.045
H 14.13 13.85 7.31 0.332
H 9.94 14.00 16.49 0.408
H 12.87 8.82 11.33 0.512
H 16.21 9.81 10.96 0.190
H 14.96 19.08 14.35 0.517
H 17.97 14.26 18.80 0.376
H 12.60 18.25 9.53 -0.106
H 16.29 13.18 15.71 -0.590
H 14.72 12.80 8.49 0.152
H 13.85 15.24 11.40 -0.070
H 17.58 11.61 8.41 0.393
H 11.86 10.73 13.15 0.139
H 12.69 14.08 11.95 -0.137
H 16.75 13.69 13.25 -1.345
```

Properties
**E_tot**: -100530.7603 eV
**Total charge**: 0



(3)
Density functional theory data (ωB97M-V with the def2-TZVPD basis set) for a cluster of 13 separate species, C43H77Br24INO2 in total at a distorted geometry.

The geometry in XYZ format:
```
148
Properties=species:S:1:pos:R:3:mulliken_charge:R:1
I 2.91 3.90 3.66 0.209
Br -3.08 6.57 -6.78 -0.146
Br 1.65 7.49 -1.57 -0.143
Br -4.38 9.80 -5.59 -0.136
Br -4.53 3.08 -3.52 -0.110
Br 1.11 0.22 7.55 -0.117
Br -1.03 -2.65 6.82 -0.139
Br 0.08 1.26 -6.54 -0.114
Br -4.80 6.50 3.03 -0.129
Br 1.29 4.47 8.56 -0.111
Br 3.22 -4.98 7.50 -0.134
Br -3.49 0.69 -6.01 -0.128
Br 4.77 -4.16 -0.12 -0.092
Br 3.55 6.69 6.75 -0.153
Br 4.34 -5.29 -3.48 -0.133
Br 4.35 -1.99 9.32 -0.107
Br -0.35 -6.93 -0.33 -0.098
Br -3.69 -5.59 -1.72 -0.133
Br -5.24 -2.39 -0.82 -0.002
Br -3.22 3.27 2.31 -0.098
Br 1.37 4.34 -3.44 -0.106
Br -2.19 -5.98 -6.80 -0.143
Br -2.29 -2.80 -4.90 -0.075
Br 2.43 -6.16 1.88 -0.160
Br 1.95 -1.91 -6.90 -0.133
O 2.38 0.31 -0.67 -0.412
O 4.35 -0.11 0.30 -0.558
N 1.33 -0.38 3.98 0.665
C -1.41 -0.75 -2.08 -0.474
C 1.35 -1.38 3.14 -0.511
C 1.84 0.81 3.72 -1.111
C 3.03 2.35 2.17 -0.468
C -3.32 3.35 -5.00 0.020
C 1.88 -1.21 1.93 0.667
C -3.81 2.60 -6.21 -0.556
C 5.02 -4.42 7.97 -0.556
C 2.12 7.10 -3.42 -0.593
C 2.39 1.05 2.53 0.668
C -4.90 3.65 3.21 -0.677
C 0.23 0.07 -8.06 -0.645
C -2.97 0.85 -0.97 1.376
C 2.39 0.00 1.65 0.856
C -5.22 -5.23 -0.58 -0.656
C -6.07 -4.12 -1.12 -0.646
C 1.54 -7.29 -0.57 -0.454
C 3.11 4.16 7.94 -0.227
C 5.07 -3.80 9.34 -0.583
C 3.02 0.09 0.31 -0.837
C 2.57 4.31 0.48 -1.596
C 2.48 2.85 0.82 0.028
C 4.73 -3.49 -2.87 -0.382
C -0.74 -4.97 -5.98 -0.462
C 1.00 -2.36 -0.23 -1.548
C -1.15 -4.37 -4.67 -0.324
C -5.34 8.18 -6.04 -0.647
C 0.82 -1.39 8.61 -0.395
C -2.21 2.12 -1.13 -1.440
C 0.25 -1.37 -7.65 -0.305
C 1.98 -2.33 0.98 -0.441
C -4.59 6.95 -5.60 -0.570
C 3.97 5.38 8.11 -0.556
C -4.07 0.79 0.03 -1.107
C 5.69 -3.55 -1.72 -0.537
C 0.69 -2.59 7.72 -0.594
C -5.62 4.80 2.57 -0.583
C -1.19 -2.06 -1.32 -0.781
C 1.13 6.17 -4.05 -0.636
C -2.73 -0.23 -1.70 -1.055
C 2.19 -7.71 0.72 -0.570
C -1.10 -2.65 1.14 -1.953
C -0.43 -1.87 0.01 1.839
H -0.06 -1.20 9.22 0.436
H 5.62 -5.33 7.95 0.349
H 0.10 -2.01 -8.52 0.425
H 4.50 -4.35 10.07 0.384
H 3.78 -3.03 -2.61 0.050
H 6.50 -4.24 -1.90 0.423
H 1.62 -8.44 1.29 0.408
H -1.69 -5.06 -4.04 0.238
H -3.60 -0.77 -2.03 0.855
H 0.06 -5.69 -5.83 0.434
H 1.47 2.51 0.71 0.470
H 1.98 -6.39 -0.97 0.148
H -1.39 -0.96 -3.15 0.160
H 2.43 4.38 -0.58 0.174
H -5.62 4.73 1.49 0.354
H -7.02 -4.09 -0.60 0.348
H -0.66 0.26 -8.66 0.336
H 3.12 6.70 -3.41 0.353
H 3.85 5.86 9.08 0.405
H -6.25 -4.21 -2.19 0.368
H -5.23 6.07 -5.66 0.330
H -5.02 0.68 -0.45 0.306
H 1.69 -1.48 9.25 0.142
H 1.82 -3.25 1.49 0.400
H -3.30 4.42 -5.19 -0.349
H -6.64 4.85 2.94 0.374
H -0.43 -4.23 -6.71 0.119
H 1.11 0.37 -8.61 0.424
H 3.53 4.73 0.69 0.389
H 1.41 -1.79 -1.03 0.236
H 4.52 -1.03 0.52 0.415
H 1.79 4.89 0.91 0.535
H 3.05 3.85 6.91 -0.092
H -2.16 -2.48 -1.18 0.217
H -0.46 -0.82 0.21 0.269
H -0.67 -2.75 -1.95 0.089
H -0.62 -0.05 -1.91 0.462
H 0.91 -0.55 4.88 0.059
H -1.26 2.08 -0.63 0.112
H 5.02 5.13 7.97 0.359
H 6.10 -3.69 9.68 0.342
H 1.60 -8.09 -1.30 0.386
H -4.13 1.67 0.63 -0.217
H -2.77 2.92 -0.69 0.534
H 0.75 -3.50 8.31 0.411
H 3.48 3.33 8.55 0.332
H 3.18 -8.10 0.53 0.361
H 1.80 1.53 4.49 0.042
H 5.36 -3.74 7.20 0.373
H 0.89 -3.38 -0.53 0.876
H -4.83 -5.00 0.41 0.378
H 3.00 -2.32 0.61 -0.526
H -4.66 3.83 4.26 0.403
H 2.11 8.06 -3.93 0.388
H 4.07 2.19 2.05 0.646
H -3.26 2.90 -7.10 0.367
H -1.43 -1.98 1.90 0.263
H 3.05 2.36 0.07 0.146
H -2.33 3.03 -4.67 0.298
H -0.42 -3.35 1.61 0.430
H 1.27 6.13 -5.13 0.339
H -0.50 -1.59 -6.90 0.034
H 1.45 -2.62 6.95 0.255
H -6.29 8.25 -5.51 0.379
H -5.51 8.20 -7.11 0.392
H 0.94 -2.30 3.45 0.611
H -5.48 2.73 3.13 0.361
H -1.94 -3.22 0.80 0.443
H -4.87 2.72 -6.37 0.441
H -0.27 -4.01 -4.13 0.128
H 5.17 -2.97 -3.72 0.391
H 6.09 -2.57 -1.49 0.346
H -2.07 2.28 -2.17 0.149
H -5.77 -6.17 -0.54 0.408
H -4.19 7.04 -4.60 0.416
H 0.10 6.44 -3.83 0.394
H -3.94 -0.06 0.67 0.321
```

Properties
**Energy above the lowest of the compared OMol25 structures with the same formula, charge and spin**: 0.00 kJ/mol
**Total charge**: +1